1.
A molecular structure, C39H36CdN5O6S. Source: OMol25; level of theory: the ωB97M-V functional and the def2-TZVPD basis.

Cartesian coordinates (Å):
Cd 0.574 0.337 -0.720
O 2.985 4.354 0.099
C 4.085 3.720 0.525
C 5.032 4.468 1.228
C 6.175 3.866 1.713
C 6.405 2.506 1.509
C 5.478 1.765 0.800
C 4.315 2.349 0.292
C 3.310 1.540 -0.455
O 2.213 2.086 -0.791
N 3.674 0.281 -0.756
N 2.635 -0.452 -1.190
C 2.845 -1.559 -1.789
C 1.697 -2.379 -2.206
C 1.883 -3.529 -2.972
C 0.777 -4.224 -3.427
C -0.493 -3.762 -3.109
C -0.590 -2.628 -2.320
N 0.468 -1.967 -1.868
H 2.407 3.659 -0.306
H 4.837 5.522 1.388
H 6.895 4.459 2.265
H 7.295 2.034 1.905
H 5.625 0.708 0.618
H 3.855 -1.885 -2.018
H 2.890 -3.851 -3.212
H 0.901 -5.114 -4.031
H -1.383 -4.265 -3.462
H -1.555 -2.223 -2.027
C -4.838 0.539 -3.893
C -3.901 1.642 -4.380
N -2.482 1.293 -4.366
C -1.888 0.895 -5.634
C -2.297 -0.510 -6.070
C -1.794 1.304 -3.184
S -0.098 0.994 -3.195
N -2.527 1.653 -2.135
C -2.364 1.295 -0.861
O -1.721 0.300 -0.442
C -3.136 2.120 0.130
C -2.755 2.105 1.467
C -3.454 2.862 2.397
C -4.547 3.621 2.003
C -4.940 3.629 0.668
C -4.233 2.885 -0.266
H -5.871 0.897 -3.897
H -4.575 0.251 -2.876
H -4.779 -0.342 -4.536
H -4.035 2.528 -3.762
H -4.148 1.904 -5.411
H -0.811 0.942 -5.525
H -2.180 1.625 -6.394
H -2.110 -1.215 -5.257
H -1.710 -0.822 -6.939
H -3.355 -0.559 -6.338
H -1.906 1.513 1.775
H -3.139 2.848 3.435
H -5.097 4.206 2.733
H -5.799 4.213 0.356
H -4.524 2.887 -1.308
O 1.314 -1.474 1.254
C 0.717 -1.198 2.521
C 0.224 0.279 2.477
O -0.353 0.677 3.490
O 0.455 0.927 1.411
C 1.768 -1.392 3.608
C 2.421 -0.328 4.219
C 3.434 -0.561 5.141
C 3.811 -1.858 5.463
C 3.173 -2.928 4.848
C 2.160 -2.692 3.930
C -0.524 -2.064 2.724
C -1.033 -2.318 3.996
C -2.204 -3.044 4.154
C -2.888 -3.526 3.044
C -2.394 -3.266 1.774
C -1.221 -2.537 1.616
H 1.829 -2.284 1.321
H 2.133 0.688 3.977
H 3.932 0.280 5.610
H 4.596 -2.036 6.188
H 3.459 -3.945 5.089
H 1.653 -3.532 3.463
H -0.516 -1.923 4.862
H -2.590 -3.230 5.151
H -3.807 -4.088 3.169
H -2.924 -3.624 0.899
H -0.844 -2.320 0.625

Energy above the lowest of the compared OMol25 structures with the same formula, charge and spin: 68.3 kJ/mol
Calculated total energy: -76167.59457 eV
Maximum force: 0.53 eV/A
HOMO-LUMO gap: 7.518 eV
2S+1: 1
Net charge: -1

=====

2.
A molecular structure, C39H36ClLuN3Si2 in a non-equilibrium geometry. Source: OMol25; level of theory: the ωB97M-V functional and the def2-TZVPD basis.

Cartesian coordinates (Å):
C -1.770 -2.050 3.878
C -2.609 -0.956 3.528
C -2.985 -1.113 2.168
H -2.943 -0.163 4.195
C -2.390 -2.313 1.680
C -1.635 -2.891 2.737
H -1.090 -3.831 2.694
H -1.384 -2.261 4.871
H -3.634 -0.445 1.606
H -2.530 -2.738 0.687
Lu 0.497 -0.527 1.859
Si 1.269 3.434 -1.094
C 0.198 4.023 -2.486
C 0.772 4.345 -3.727
H 1.843 4.190 -3.877
C -0.020 4.854 -4.760
H 0.432 5.088 -5.724
C -1.391 5.047 -4.568
H -2.013 5.427 -5.380
C -1.968 4.732 -3.334
H -3.041 4.865 -3.181
C -1.181 4.223 -2.298
H -1.638 3.984 -1.331
C 0.841 1.556 -0.581
C -0.388 1.148 0.029
H -1.109 1.898 0.365
C -0.891 -0.217 -0.127
H -1.966 -0.392 -0.155
C 0.018 -1.407 -0.050
H -0.290 -2.452 -0.093
C 1.502 -0.900 -0.193
H 2.281 -1.662 -0.213
C 1.693 0.408 -0.863
H 2.625 0.557 -1.413
H 0.759 4.152 0.101
Si 0.264 -0.561 -1.543
C 0.684 -2.057 -2.711
C -0.349 -2.820 -3.247
H -1.393 -2.549 -3.066
C -0.053 -3.934 -4.044
H -0.863 -4.528 -4.472
C 1.283 -4.278 -4.289
H 1.519 -5.150 -4.900
C 2.316 -3.504 -3.748
H 3.359 -3.763 -3.936
C 2.013 -2.390 -2.952
H 2.829 -1.794 -2.537
C -0.663 0.309 -2.987
C -2.018 0.637 -2.939
H -2.632 0.387 -2.073
C -2.615 1.287 -4.025
H -3.675 1.548 -3.985
C -1.860 1.622 -5.149
H -2.323 2.145 -5.987
C -0.498 1.311 -5.188
H 0.105 1.588 -6.054
C 0.094 0.661 -4.105
H 1.157 0.414 -4.154
H 2.515 3.898 -1.275
Cl 2.676 0.554 2.056
N 0.773 -1.069 5.490
C 0.274 0.204 5.191
C 0.011 1.069 6.265
C -0.472 2.346 6.000
C -0.706 2.714 4.667
C -0.442 1.807 3.654
N 0.045 0.557 3.915
C 1.489 -1.983 4.705
C 2.392 -2.839 5.349
C 3.064 -3.797 4.598
C 2.782 -3.903 3.229
C 1.857 -3.048 2.653
N 1.254 -2.055 3.377
H 0.908 -1.214 6.486
H 0.215 0.703 7.271
H -0.660 3.049 6.811
H -1.094 3.699 4.411
H -0.591 2.058 2.596
H 2.531 -2.708 6.423
H 3.789 -4.459 5.068
H 3.273 -4.649 2.604
H 1.570 -3.127 1.595

Energy above the lowest of the compared OMol25 structures with the same formula, charge and spin: 491.1 kJ/mol
Calculated total energy: -107385.43105 eV
Maximum force: 12.57 eV/A
HOMO-LUMO gap (spin up / spin down): 4.346 / 4.655 eV
2S+1: 1
Net charge: +1

=====

3.
A molecular structure, C39H36ClN3Si2Ti in a non-equilibrium geometry. Source: OMol25; level of theory: the ωB97M-V functional and the def2-TZVPD basis.

Cartesian coordinates (Å):
C -0.919 0.192 -0.058
C -1.283 0.785 -1.312
C -1.534 -0.284 -2.226
H -1.459 1.839 -1.512
C -1.306 -1.526 -1.539
C -0.921 -1.219 -0.206
H -0.782 -1.946 0.598
H -0.848 0.721 0.894
H -1.924 -0.163 -3.221
H -1.490 -2.520 -1.929
Ti 0.593 -0.423 -1.844
Si 2.823 4.244 -4.738
C 1.039 4.690 -4.631
C 0.681 5.953 -5.160
H 1.451 6.578 -5.616
C -0.639 6.402 -5.080
H -0.904 7.385 -5.474
C -1.629 5.594 -4.504
H -2.666 5.935 -4.453
C -1.286 4.343 -3.974
H -2.048 3.708 -3.513
C 0.026 3.883 -4.068
H 0.263 2.874 -3.722
C -0.743 -2.447 -4.404
C -2.040 -2.358 -4.930
H -2.379 -1.416 -5.376
C -2.904 -3.462 -4.915
H -3.912 -3.355 -5.317
C -2.465 -4.690 -4.415
H -3.137 -5.551 -4.409
C -1.163 -4.805 -3.924
H -0.801 -5.758 -3.549
C -0.302 -3.695 -3.936
H 0.733 -3.810 -3.605
H 2.884 2.803 -4.342
Si 0.578 -1.035 -4.651
C 1.504 -1.923 -6.070
C 0.923 -1.881 -7.347
H 0.035 -1.266 -7.533
C 1.452 -2.623 -8.415
H 0.982 -2.556 -9.399
C 2.575 -3.437 -8.223
H 2.990 -4.012 -9.057
C 3.168 -3.483 -6.958
H 4.037 -4.119 -6.787
C 2.660 -2.703 -5.902
H 3.188 -2.721 -4.953
C 0.046 0.557 -5.517
C -1.289 0.991 -5.556
H -2.046 0.502 -4.938
C -1.695 2.025 -6.399
H -2.748 2.328 -6.387
C -0.780 2.670 -7.232
H -1.109 3.453 -7.917
C 0.561 2.294 -7.173
H 1.304 2.808 -7.790
C 0.966 1.265 -6.315
H 2.025 1.006 -6.278
H 3.402 5.065 -3.728
Cl 2.330 -0.380 -3.489
N 1.833 0.229 1.219
C 2.177 -1.062 0.779
C 2.821 -1.886 1.724
C 3.427 -3.064 1.297
C 3.278 -3.417 -0.051
C 2.468 -2.661 -0.881
N 1.901 -1.482 -0.479
C 1.676 1.384 0.456
C 1.555 2.629 1.104
C 1.148 3.742 0.368
C 1.094 3.623 -1.030
C 1.464 2.415 -1.609
N 1.517 1.257 -0.880
H 2.018 0.411 2.200
H 2.826 -1.551 2.762
H 4.019 -3.675 1.980
H 3.777 -4.292 -0.449
H 2.262 -2.955 -1.909
H 1.713 2.665 2.182
H 0.852 4.675 0.858
H 0.785 4.465 -1.651
H 1.790 2.325 -2.642

Energy above the lowest of the compared OMol25 structures with the same formula, charge and spin: 2.6 kJ/mol
Calculated total energy: -96884.48158 eV
Maximum force: 2.27 eV/A
HOMO-LUMO gap (spin up / spin down): 6.329 / 5.869 eV
2S+1: 2
Net charge: +1

=====

4.
A molecular structure, C39H37BrN8OSTc in a non-equilibrium geometry. Source: OMol25; level of theory: the ωB97M-V functional and the def2-TZVPD basis.

Cartesian coordinates (Å):
Tc 0.243 0.140 1.062
N -2.428 0.383 4.333
C -3.819 0.050 4.050
C -4.756 -0.127 5.084
C -6.086 -0.306 4.753
C -6.433 -0.388 3.363
C -5.503 -0.348 2.344
C -4.188 -0.078 2.690
S -3.069 -0.158 1.404
N -1.575 0.237 2.098
C -1.487 0.521 3.378
C -0.153 0.826 3.889
C 0.061 1.238 5.196
C 1.365 1.302 5.679
C 2.398 1.023 4.808
C 2.159 0.619 3.493
N 0.904 0.502 3.059
H -2.180 0.421 5.310
H -4.460 0.072 6.134
H -6.800 -0.474 5.572
H -7.493 -0.351 3.094
H -5.829 -0.378 1.335
H -0.773 1.585 5.784
H 1.554 1.658 6.738
H 3.446 1.183 5.111
H 2.958 0.605 2.743
Br 3.965 -4.410 -6.894
C 2.158 -4.718 -6.337
C 1.361 -3.557 -6.391
C 0.135 -3.548 -5.787
C -0.221 -4.702 -4.989
C 0.488 -5.911 -5.012
C 1.717 -5.890 -5.674
N -0.971 -4.382 -3.901
N -0.783 -5.020 -2.815
C -0.823 -4.314 -1.685
C -0.309 -4.950 -0.526
C 0.165 -4.220 0.568
C 0.120 -2.823 0.547
O 0.425 -2.059 1.522
C -0.463 -2.201 -0.594
N -0.667 -0.809 -0.466
C -1.371 -0.168 -1.438
C -1.994 -0.874 -2.465
C -1.938 -2.233 -2.497
C -1.040 -2.890 -1.653
H 1.729 -2.670 -6.991
H -0.397 -2.609 -5.547
H 0.246 -6.686 -4.283
H 2.395 -6.788 -5.738
H -0.367 -6.035 -0.639
H 0.584 -4.658 1.457
H -1.319 0.909 -1.418
H -2.618 -0.379 -3.214
H -2.477 -2.809 -3.288
C 5.242 -0.501 -0.703
C 3.903 -0.775 -1.402
C 3.660 -2.323 -1.621
C 3.701 -0.099 -2.755
C 2.846 -0.260 -0.535
C 1.967 0.038 0.296
H 6.049 -0.631 -1.463
H 5.397 -1.192 0.200
H 5.263 0.541 -0.392
H 4.474 -2.818 -2.195
H 2.736 -2.421 -2.195
H 3.544 -2.818 -0.646
H 4.427 -0.413 -3.520
H 3.670 1.018 -2.594
H 2.701 -0.379 -3.120
N 0.228 2.191 0.745
C 0.214 3.362 0.568
N 0.218 4.634 0.282
C 0.819 5.579 1.286
C 0.482 7.042 0.930
C -1.041 7.239 0.701
C -1.576 6.271 -0.436
C -0.623 5.105 -0.869
H 1.851 5.379 1.384
H 0.364 5.239 2.273
H 1.092 7.370 0.058
H 0.928 7.611 1.776
H -1.235 8.247 0.295
H -1.641 7.166 1.667
H -1.906 6.877 -1.347
H -2.462 5.715 -0.071
H 0.115 5.402 -1.668
H -1.191 4.254 -1.284

Energy above the lowest of the compared OMol25 structures with the same formula, charge and spin: 0.0 kJ/mol
Calculated total energy: -138069.73882 eV
Maximum force: 3.75 eV/A
HOMO-LUMO gap (spin up / spin down): 6.018 / 5.013 eV
2S+1: 4
Net charge: +2

=====

5.
A molecular structure, C39H37F5N12SSeSr in a non-equilibrium geometry. Source: OMol25; level of theory: the ωB97M-V functional and the def2-TZVPD basis.

Cartesian coordinates (Å):
Sr -0.065 -0.247 1.054
C -0.922 0.812 5.613
C -0.442 0.657 4.202
N -1.177 0.296 3.217
N -2.470 -0.066 3.397
C -3.302 -0.316 2.332
N -4.507 -0.748 2.677
S -2.899 -0.022 0.728
C 0.999 0.944 3.891
C 1.942 1.004 4.906
C 3.269 1.263 4.586
C 3.618 1.476 3.264
C 2.618 1.389 2.310
N 1.348 1.115 2.604
H -1.998 0.963 5.661
H -0.456 1.683 6.071
H -0.672 -0.061 6.220
H -2.837 -0.193 4.328
H -4.716 -1.080 3.605
H -5.116 -1.052 1.935
H 1.657 0.840 5.935
H 4.016 1.311 5.368
H 4.637 1.696 2.978
H 2.839 1.553 1.259
C 3.854 0.459 -3.695
C 2.599 0.866 -3.269
C 2.095 0.395 -2.066
C 2.840 -0.478 -1.283
C 4.097 -0.898 -1.717
C 4.598 -0.426 -2.916
N 2.242 -0.893 -0.045
N 2.984 -1.610 0.633
C 2.548 -2.113 1.883
C 3.494 -2.860 2.558
C 3.167 -3.398 3.794
C 1.902 -3.169 4.296
C 1.013 -2.406 3.546
N 1.321 -1.878 2.363
H 4.258 0.834 -4.626
H 2.017 1.557 -3.866
H 1.129 0.729 -1.715
H 4.668 -1.587 -1.109
H 5.578 -0.744 -3.244
H 4.463 -3.009 2.102
H 3.885 -3.991 4.344
H 1.591 -3.582 5.245
H -0.001 -2.252 3.892
N -2.125 -4.311 -4.097
C -1.034 -3.389 -3.598
C -1.349 -2.941 -2.175
N -0.341 -2.083 -1.594
H -1.969 -4.593 -5.067
H -3.039 -3.857 -4.047
H -2.173 -5.160 -3.528
H -0.978 -2.543 -4.280
H -0.095 -3.937 -3.642
H -1.448 -3.815 -1.525
H -2.307 -2.414 -2.158
H -0.173 -1.245 -2.142
H 0.546 -2.544 -1.433
N 0.290 6.482 -2.939
C 0.002 7.240 -4.056
C 0.405 8.512 -4.461
C -0.085 8.952 -5.671
C -0.947 8.159 -6.454
C -1.339 6.905 -6.048
C -0.850 6.437 -4.824
N -1.069 5.232 -4.186
C -0.384 5.298 -3.078
C -0.348 4.206 -2.104
C 0.418 4.227 -0.943
C 0.404 3.127 -0.104
N -0.311 2.023 -0.344
C -1.078 2.030 -1.446
C -1.125 3.072 -2.341
H 0.861 6.770 -2.165
H 1.068 9.123 -3.861
H 0.200 9.931 -6.031
H -1.305 8.552 -7.397
H -2.005 6.293 -6.642
H 1.030 5.079 -0.679
H 0.990 3.131 0.807
H -1.689 1.146 -1.607
H -1.755 3.040 -3.219
F -4.060 -8.804 2.416
C -3.573 -7.571 2.287
C -2.234 -7.374 2.015
F -1.427 -8.429 1.872
C -1.738 -6.089 1.889
F -0.430 -5.959 1.612
C -2.540 -4.961 2.029
Se -1.857 -3.202 1.899
C -3.887 -5.201 2.290
F -4.744 -4.176 2.434
C -4.404 -6.476 2.419
F -5.702 -6.660 2.669

Energy above the lowest of the compared OMol25 structures with the same formula, charge and spin: 184.7 kJ/mol
Calculated total energy: -149518.23410 eV
Maximum force: 1.86 eV/A
HOMO-LUMO gap: 4.756 eV
2S+1: 1
Net charge: +2